{
  "formula": "C36H18Cl3F5N4O5SSeY",
  "method": "the ωB97M-V functional and the def2-TZVPD basis",
  "species": ["Y", "C", "C", "C", "C", "N", "C", "C", "C", "C", "C", "C", "C", "H", "H", "H", "H", "H", "H", "H", "H", "O", "C", "O", "C", "C", "C", "C", "C", "C", "C", "C", "C", "N", "H", "H", "H", "H", "H", "H", "O", "C", "N", "S", "O", "O", "C", "C", "C", "C", "C", "C", "H", "H", "H", "H", "F", "C", "C", "F", "C", "F", "C", "Se", "C", "F", "C", "F", "Cl", "C", "Cl", "Cl", "C", "N"],
  "positions_angstrom": [[-0.50551, 0.58454, 0.17777], [-1.89308, -0.87752, 4.47464], [-0.88518, -0.38712, 5.29444], [0.05171, 0.47938, 4.77236], [-0.01722, 0.85407, 3.42978], [-0.98784, 0.35565, 2.64038], [-1.89217, -0.48166, 3.15430], [0.95901, 1.78157, 2.79857], [1.89201, 2.46383, 3.58102], [2.83533, 3.28725, 2.98807], [2.82308, 3.45371, 1.60876], [1.86007, 2.80088, 0.84775], [0.91701, 1.92597, 1.40190], [-2.64484, -1.56421, 4.83742], [-0.82911, -0.68414, 6.33510], [0.84268, 0.85616, 5.40168], [-2.63456, -0.86020, 2.46227], [1.89850, 2.36886, 4.66119], [3.56644, 3.80454, 3.59952], [3.55270, 4.10219, 1.13437], [1.85774, 2.98114, -0.22471], [-1.56869, 4.07684, -2.06633], [-1.36035, 2.93317, -1.69739], [-1.45969, 2.45803, -0.50820], [-0.96492, 1.90481, -2.75905], [-0.90768, 2.32026, -4.10495], [-0.62619, 1.40103, -5.06157], [-0.38407, 0.05767, -4.69051], [-0.08593, -0.94709, -5.64227], [0.18141, -2.22317, -5.24206], [0.16804, -2.54486, -3.86589], [-0.12983, -1.59721, -2.93053], [-0.42762, -0.26874, -3.31956], [-0.73472, 0.67328, -2.37011], [-1.10041, 3.36146, -4.31697], [-0.57676, 1.67690, -6.10851], [-0.06628, -0.67897, -6.69458], [0.40760, -2.99022, -5.97336], [0.40192, -3.55387, -3.54825], [-0.11387, -1.84680, -1.88287], [1.99349, 1.08277, -1.95290], [2.35332, 0.30364, -1.09063], [1.52422, -0.54969, -0.39207], [2.36192, -1.40694, 0.72261], [1.94957, -1.06803, 2.05789], [2.39929, -2.80862, 0.38860], [3.94027, -0.68554, 0.38656], [5.16213, -0.89900, 0.99467], [6.23628, -0.14637, 0.53993], [6.07880, 0.78307, -0.48896], [4.84050, 0.97947, -1.08636], [3.77635, 0.22617, -0.62980], [5.27328, -1.61572, 1.79953], [7.20942, -0.28112, 0.99672], [6.93241, 1.36323, -0.81894], [4.68519, 1.70204, -1.87864], [-7.98283, 1.11115, 0.63885], [-6.79943, 0.54117, 0.37643], [-5.63056, 1.12901, 0.80931], [-5.68235, 2.27447, 1.49768], [-4.42488, 0.51800, 0.52981], [-3.31343, 1.11421, 0.96996], [-4.31384, -0.66891, -0.17728], [-2.63528, -1.45537, -0.52757], [-5.51527, -1.23056, -0.59463], [-5.52631, -2.37866, -1.28307], [-6.73695, -0.64244, -0.32963], [-7.87492, -1.21307, -0.75274], [-0.29776, -5.21443, -0.69020], [-0.21988, -4.97140, 1.06544], [-1.62452, -5.74297, 1.84582], [1.26485, -5.66690, 1.70658], [-0.30610, -3.53036, 1.32754], [-0.51568, -2.40977, 1.44587]],
  "e_above_lowest_kcal_mol": 30.3,
  "charge": -1,
  "mol_weight_g_mol": 987.845,
  "gap_ev": 6.9
}